No. 1
The following is a DFT calculation (wB97M-V/def2-TZVPD) of C2H4N4O in the gas phase.

E_tot (Ha): -372.6894
SMILES: N/N=c1\nco[nH]1
Highest occupied orbital energy (eV): -8.71

Geometry as ORCA input:
```
! RIJCOSX wB97M-V def2-TZVPD def2/J DEFGRID3
* xyz 0 1
N -2.18258 -0.34594 -0.28361
N -1.33130 0.88451 -0.06538
C -0.17204 0.34779 0.11109
N 0.29042 -0.98813 -0.07323
C 1.61638 -0.87849 -0.17034
O 1.96236 0.31243 -0.04171
N 1.01755 1.34327 -0.31497
H -1.65503 -1.08249 0.16481
H -2.90553 -0.08699 0.30494
H 2.44450 -1.56731 -0.03346
H 0.91527 2.06135 0.40187
*
```

natural (NBO) population analysis, charges in e, atoms 1 to 8: atom 1 (N): -0.640, atom 2 (N): -0.279, atom 3 (C): 0.399, atom 4 (N): -0.599, atom 5 (C): 0.449, atom 6 (O): -0.334, atom 7 (N): -0.293, atom 8 (H): 0.357



No. 2
The following is a DFT calculation (wB97M-V/def2-TZVPD) of C2H4N4O2 in the gas phase.

E_tot (Ha): -447.9827
SMILES: Nn1cnc(=O)n1O
Highest occupied orbital energy (eV): -9.30

Geometry as ORCA input:
```
! RIJCOSX wB97M-V def2-TZVPD def2/J DEFGRID3
* xyz 0 1
N 0.14616 -2.02935 -1.11659
N 0.09510 -0.68772 -0.86117
C 0.98123 0.39756 -1.16243
N 0.95951 1.46176 -0.45707
C 0.09831 1.05984 0.66472
O -0.23256 1.85746 1.56027
N -0.23206 -0.33843 0.49957
O -1.50266 -0.83472 0.94650
H 1.02764 -2.40695 -1.28479
H -0.51110 -2.42043 -1.84410
H 1.37544 0.35581 -2.14682
H -1.26840 -1.29857 1.75455
*
```

natural (NBO) population analysis, charges in e, atoms 1 to 8: atom 1 (N): -0.635, atom 2 (N): -0.130, atom 3 (C): 0.254, atom 4 (N): -0.455, atom 5 (C): 0.694, atom 6 (O): -0.558, atom 7 (N): -0.071, atom 8 (O): -0.516



No. 3
The following is a DFT calculation (wB97M-V/def2-TZVPD) of C2H4N4O2 in the gas phase.

E_tot (Ha): -448.0202
SMILES: Nn1[nH]nc(O)c1=O
Highest occupied orbital energy (eV): -8.99

Geometry as ORCA input:
```
! RIJCOSX wB97M-V def2-TZVPD def2/J DEFGRID3
* xyz 0 1
N 0.40388 -0.07500 2.10305
N 0.45433 0.09062 0.69887
N 0.04139 1.29748 0.27749
N -0.29885 1.21917 -1.09735
C -0.36866 -0.07083 -1.32652
O -0.78048 -0.46618 -2.50998
C -0.03558 -0.94223 -0.11614
O 0.05352 -2.11995 0.04442
H 1.01715 -0.88683 2.45460
H -0.52100 -0.47401 2.29875
H 0.86344 2.00709 0.20792
H -0.82912 0.42067 -3.03511
*
```

natural (NBO) population analysis, charges in e, atoms 1 to 8: atom 1 (N): -0.636, atom 2 (N): -0.137, atom 3 (N): -0.257, atom 4 (N): -0.308, atom 5 (C): 0.369, atom 6 (O): -0.631, atom 7 (C): 0.556, atom 8 (O): -0.555



Quick rundown of max |F|, same order as above: 8.69; 3.94; 5.26 eV Å⁻¹
Quick rundown of relative energy (zero: lowest compared OMol25 entry of this formula, charge and spin), same order as above: 5.7392; 3.2569; 2.2361 eV
Quick rundown of gap between HOMO and LUMO, same order as above: 8.9; 9.5; 9.4 eV